Entry from the OMol25 dataset: a 2-piece molecular cluster, C7H9NO overall (ωB97M-V with the def2-TZVPD basis set).

The calculation puts the lowest unoccupied orbital energy at 0.005 Ha. The value obtained for the energy relative to the best compared isomer or geometry (same formula, charge and spin) is 134.49 kcal/mol. Its molar mass is 123.15 g/mol. The calculation puts the HOMO-LUMO gap at 7.9 eV. The calculation puts the electronic energy at -10936.9824 eV. Its spin multiplicity is 1.

Each atom is followed by the atoms it is bonded to, with distances in Å.
Geometry (Å):
1 C -0.503 -2.491 -0.891  C6 1.510, N8 1.394, O9 1.211
2 C 1.494 2.452 0.806  C4 1.329, H10 1.021, H11 1.115
3 C -1.923 1.220 0.259  C5 1.300, H12 1.046, H13 1.195
4 C 0.499 1.610 1.068  C2 1.329, C5 1.402, H14 1.051
5 C -0.629 1.156 0.371  C3 1.300, C4 1.402
6 C 0.546 -2.018 0.087  C1 1.510, C7 1.590, H15 1.081, H16 1.054
7 C 0.504 -0.661 -0.741  C6 1.590, N8 1.443, H17 1.107
8 N -0.396 -1.326 -1.650  C1 1.394, C7 1.443, H18 1.045
9 O -1.052 -3.539 -1.147  C1 1.211
10 H 2.343 2.442 1.373  C2 1.021
11 H 1.499 3.136 -0.075  C2 1.115
12 H -2.419 0.427 -0.210  C3 1.046
13 H -2.602 2.005 0.852  C3 1.195
14 H 0.475 1.134 2.005  C4 1.051
15 H 0.194 -2.034 1.109  C6 1.081
16 H 1.411 -2.607 0.219  C6 1.054
17 H 1.428 -0.123 -1.029  C7 1.107
18 H -0.870 -0.782 -2.407  N8 1.045



Entry from the OMol25 dataset: a 2-piece molecular cluster, C7H9NO overall (ωB97M-V with the def2-TZVPD basis set).

The calculation puts the lowest unoccupied orbital energy at -0.027 Ha. The value obtained for the energy relative to the best compared isomer or geometry (same formula, charge and spin) is 211.23 kcal/mol. Its molar mass is 123.15 g/mol. The calculation puts the HOMO-LUMO gap at 7.1 eV. The calculation puts the electronic energy at -10933.6547 eV. Its spin multiplicity is 1.

Each atom is followed by the atoms it is bonded to, with distances in Å.
Geometry (Å):
1 C 1.197 -0.269 -0.608  C2 1.478, C5 1.459, H9 1.056, O18 1.348
2 C 0.772 1.044 -0.081  C1 1.478, C3 1.565, C7 1.454, H10 1.118
3 C -0.736 1.095 -0.494  C2 1.565, C7 1.631, H11 1.130, N17 1.374
4 C -1.149 -1.177 -0.128  C5 1.519, C6 1.614, H13 1.158, N17 1.469
5 C 0.356 -1.254 0.064  C1 1.459, C4 1.519, C6 1.631, H14 1.210
6 C -0.559 -0.709 1.300  C4 1.614, C5 1.631, C7 1.681, H15 1.008
7 C -0.166 0.901 1.021  C2 1.454, C3 1.631, C6 1.681, H16 1.090
8 H 2.479 0.942 0.597  no bonds
9 H 1.044 -0.299 -1.653  C1 1.056
10 H 1.145 2.087 -0.238  C2 1.118
11 H -1.032 2.186 -0.488  C3 1.130
12 H -2.395 0.015 -1.405  N17 1.078
13 H -1.717 -2.079 -0.580  C4 1.158
14 H 0.676 -2.395 -0.181  C5 1.210
15 H -0.595 -1.118 2.221  C6 1.008
16 H -0.390 1.526 1.885  C7 1.090
17 N -1.408 -0.004 -0.973  C3 1.374, C4 1.469, H12 1.078
18 O 2.479 -0.492 -0.257  C1 1.348



Entry from the OMol25 dataset: one molecule with the formula C7H9NO2 (ωB97M-V with the def2-TZVPD basis set).

The calculation puts the lowest unoccupied orbital energy at 0.001 Ha. The structure (SMILES) is C=C(C)C(=O)C(=C)C(N)=O. The value obtained for the energy relative to the best compared isomer or geometry (same formula, charge and spin) is 34.42 kcal/mol. Its molar mass is 139.15 g/mol. The calculation puts the HOMO-LUMO gap at 9.7 eV. The calculation puts the electronic energy at -12989.0025 eV. Its spin multiplicity is 1.

Each atom is followed by the atoms it is bonded to, with distances in Å.
Geometry (Å):
1 C 0.953 0.988 1.495  C2 1.343, H11 1.086, H12 1.086
2 C 0.982 0.738 0.175  C1 1.343, C3 1.496, C4 1.515
3 C 1.355 1.764 -0.848  C2 1.496, H13 1.095, H14 1.094, H15 1.095
4 C 0.825 -0.684 -0.325  C2 1.515, O5 1.226, C6 1.471
5 O 1.566 -1.142 -1.188  C4 1.226
6 C -0.408 -1.363 0.102  C4 1.471, C7 1.336, C8 1.555
7 C -0.419 -2.646 0.476  C6 1.336, H16 1.087, H17 1.087
8 C -1.665 -0.461 0.254  C6 1.555, N9 1.360, O10 1.219
9 N -1.926 0.347 -0.809  C8 1.360, H18 1.011, H19 1.012
10 O -2.464 -0.623 1.160  C8 1.219
11 H 0.714 0.222 2.226  C1 1.086
12 H 1.168 1.981 1.879  C1 1.086
13 H 0.972 1.490 -1.836  C3 1.095
14 H 2.442 1.854 -0.926  C3 1.094
15 H 0.935 2.743 -0.592  C3 1.095
16 H 0.478 -3.256 0.397  C7 1.087
17 H -1.334 -3.115 0.828  C7 1.087
18 H -1.336 0.377 -1.630  N9 1.011
19 H -2.837 0.785 -0.839  N9 1.012